Model P:
Here is C18H25N3O3 in the gas phase from the OMol25 dataset. Energies are from wB97M-V/def2-TZVPD.

ORCA input file:
```
! RIJCOSX wB97M-V def2-TZVPD def2/J DEFGRID3
* xyz 0 1
C -2.21193 -4.94404 -6.93842
H -2.77156 -5.06060 -7.86513
O -2.22501 -3.56469 -6.65774
C -1.58879 -3.11647 -5.54532
C -0.91225 -3.92348 -4.63254
C -0.29600 -3.35691 -3.53413
C -0.34255 -1.98170 -3.32632
C -1.02239 -1.17412 -4.23945
C -1.63713 -1.73497 -5.33389
H -2.16602 -1.12770 -6.05131
H -1.05396 -0.10881 -4.07297
C 0.31064 -1.38653 -2.18290
N 0.98201 -2.05321 -1.27722
O 1.42739 -1.11244 -0.39812
C 0.99060 0.07326 -0.84505
N 0.29749 -0.03791 -1.93433
C 1.25545 1.30884 -0.05240
N 0.07498 1.81663 0.62574
C -0.87276 2.40499 -0.29986
H -0.37377 3.19350 -0.86145
H -1.68845 2.84578 0.27047
H -1.28634 1.67759 -1.01087
C -0.56872 0.84997 1.50625
C 0.32697 0.39753 2.65793
H -0.25032 -0.27739 3.29109
C 0.77995 1.58256 3.51006
C 1.88981 1.19696 4.49468
C 2.25079 2.40135 5.36221
C 0.98682 2.93157 6.03486
C -0.07290 3.20647 4.96707
O -0.35944 2.05874 4.20666
H -1.01999 3.50482 5.42277
H 0.27409 4.01627 4.30429
H 1.19571 3.84716 6.58961
H 0.60238 2.18311 6.73027
H 2.99310 2.12100 6.11201
H 2.68352 3.18411 4.73345
H 2.76409 0.84649 3.94413
H 1.52961 0.38338 5.12766
H 1.14976 2.38311 2.84679
H 1.19658 -0.14646 2.28907
H -1.43602 1.35137 1.94053
H -0.92966 -0.03517 0.95483
H 1.61695 2.08953 -0.72607
H 2.02893 1.08765 0.68553
H 0.23102 -3.97397 -2.82340
H -0.85974 -4.99201 -4.76979
H -1.19231 -5.31501 -7.08296
H -2.70062 -5.52013 -6.14634
*
```

## Properties
SMILES string: COc1ccc(-c2noc(CN(C)CC[C@@H]3CCCCO3)n2)cc1
E_LUMO in Eh: 0.031

---

Model Q:
Here is C18H25N3O3 in the gas phase from the OMol25 dataset. Energies are from wB97M-V/def2-TZVPD.

ORCA input file:
```
! RIJCOSX wB97M-V def2-TZVPD def2/J DEFGRID3
* xyz 0 1
C 1.23500 2.14888 -4.98419
H 2.14664 1.90752 -5.52719
O 1.63262 2.30224 -3.63710
C 0.58790 2.49082 -2.69942
C -0.23473 1.25368 -2.52892
N -0.89691 0.58692 -3.41635
N -1.46410 -0.46403 -2.78612
C -1.12891 -0.38865 -1.54212
O -0.33803 0.68683 -1.30666
C -1.49106 -1.31564 -0.44993
H -2.20961 -2.03762 -0.83553
C -0.25361 -2.03380 0.09511
H 0.16646 -2.69537 -0.66488
H 0.50751 -1.29824 0.37109
C -0.60968 -2.83698 1.34296
O -1.65885 -2.71073 1.93610
N 0.35736 -3.69960 1.72054
H 1.23188 -3.71622 1.21994
C 0.27055 -4.49858 2.92247
C 1.26653 -4.04930 3.99366
H 1.14843 -4.70126 4.86116
H 2.28181 -4.18750 3.61056
C 1.09731 -2.58994 4.43285
C -0.27375 -2.34041 5.05598
H -0.45575 -3.04045 5.86879
H -1.06342 -2.44457 4.31721
H -0.32240 -1.33061 5.45707
C 2.20285 -2.22667 5.42304
H 2.12504 -1.18211 5.71479
H 3.18618 -2.38676 4.98527
H 2.12275 -2.83869 6.31894
H 1.19807 -1.94643 3.55120
H -0.75421 -4.40532 3.28316
H 0.45957 -5.54673 2.66666
H -1.95864 -0.76186 0.36759
C -0.27711 3.70030 -3.00694
C -1.40132 3.60670 -3.81736
C -2.14105 4.73968 -4.11137
C -1.76455 5.97104 -3.60327
C -0.64115 6.06911 -2.79984
C 0.10007 4.93907 -2.50379
H 0.98019 5.01720 -1.88208
H -0.34068 7.02711 -2.40200
H -2.34443 6.85266 -3.83285
H -3.01447 4.65763 -4.74092
H -1.69722 2.64683 -4.21354
H 1.11362 2.65616 -1.75053
H 0.50968 1.33802 -5.09298
H 0.80763 3.07567 -5.38026
*
```

## Properties
SMILES string: CO[C@@H](c1ccccc1)c1nnc(CCC(=O)NCCC(C)C)o1
E_LUMO in Eh: 0.022

---

Which of them is least stable? Easy: model P.

---

Model P:
Here is a molecular structure, H4IO2 from the OMol25 dataset. Energies are from wB97M-V/def2-TZVPD.

ORCA input file:
```
! RIJCOSX wB97M-V def2-TZVPD def2/J DEFGRID3
* xyz -1 1
I -0.31671 1.96858 0.51939
O -0.58631 -0.83615 1.07849
H -0.52480 0.10147 1.26102
H 0.31006 -1.09935 0.86996
O 0.73120 -0.06923 -1.39576
H -0.05224 -0.55164 -1.65984
H 0.43877 0.48635 -0.67324
*
```

## Properties
E_LUMO in Eh: 0.139

---

Model Q:
Here is a molecular structure, H4IO2 from the OMol25 dataset. Energies are from wB97M-V/def2-TZVPD.

ORCA input file:
```
! RIJCOSX wB97M-V def2-TZVPD def2/J DEFGRID3
* xyz -1 1
I 20.97663 -16.40162 -11.08414
O 20.66015 -19.13436 -10.56840
H 19.95556 -18.92688 -9.95463
H 21.03673 -18.28471 -10.79758
O 23.72802 -16.34866 -12.37742
H 23.54420 -16.82396 -13.18768
H 22.87737 -16.27361 -11.94497
*
```

## Properties
E_LUMO in Eh: 0.138

---

Which of them is least stable? Easy: model Q.